# 1
DFT (ωB97M-V with the def2-TZVPD basis set) results for 3 unconnected molecules or ions with the total composition C30H52N5O5 in a non-equilibrium geometry.

Properties
* spin multiplicity: 3
* Kohn-Sham gap (alpha / beta): 5.7 / 6.4 eV
* HOMO level (alpha / beta): -10.87 / -11.48 eV
* max |F|: 11.4 eV/Å
* ⟨S²⟩: 2.010
* total charge: +1

Last column: Löwdin charge in e.
Cartesian coordinates (Å):
N 3.23487 -0.80598 2.92655  0.170
C 2.57807 0.30750 2.89501  -0.126
O 1.87650 1.59429 2.76515  -0.021
C 1.89934 2.03682 1.36129  -0.049
N 3.24439 2.15520 0.67915  0.141
C 3.30872 2.62998 -0.78767  -0.055
C 4.86221 2.74764 -1.39579  -0.122
C 5.50422 4.08825 -0.62908  -0.188
C 6.94210 3.77936 0.10244  -0.268
N 6.80047 2.80053 1.28617  -0.059
C 1.97347 3.03377 -1.67715  0.063
C 0.49838 2.91697 -0.93351  0.060
C 0.45039 2.41943 0.63043  -0.004
C -0.88903 2.26181 1.56422  -0.142
C -2.29711 2.16509 0.73018  -0.085
C -3.22296 3.45931 1.23747  -0.284
O -3.81408 3.31817 2.42681  0.009
O -3.27282 4.65016 0.37341  -0.013
H 4.13815 1.91462 1.20452  0.155
H 5.45763 1.76331 -1.09130  0.129
H 4.88550 2.93146 -2.55212  0.128
H 5.51666 4.97711 -1.39012  0.122
H 4.75563 4.40914 0.24367  0.117
H 7.78973 3.44856 -0.63336  0.121
H 7.29625 4.80291 0.59723  0.133
H 7.64726 2.89188 1.90768  0.086
H 6.75842 1.81208 0.93897  0.059
H 2.12804 3.38712 -2.80043  0.132
H -0.50652 3.21652 -1.49938  0.127
H -0.80956 1.32998 2.30355  0.134
H -0.92152 3.21413 2.28228  0.148
H -2.88796 1.16887 0.97721  0.142
H -2.15968 2.19849 -0.43736  0.099
H -2.54855 5.25856 0.75579  0.144
C -2.70396 1.28814 -6.35139  -0.041
C -1.41520 0.41866 -6.39139  -0.471
C -1.76220 -1.03610 -6.81967  -0.135
C -2.43883 -1.85623 -5.72660  -0.184
C -1.63909 -1.80556 -4.42789  -0.135
C -1.32714 -0.35991 -3.96188  -0.476
N -0.73408 0.48144 -5.05347  -0.032
O 0.59964 0.07147 -5.23249  -0.036
C -2.62796 0.29447 -3.42271  -0.045
C -0.40986 -0.43117 -2.69846  -0.043
C -0.56640 1.05979 -7.53864  -0.048
H -2.62275 2.09400 -5.61230  0.084
H -2.89861 1.78230 -7.31065  0.084
H -3.60241 0.70616 -6.13293  0.069
H -0.84590 -1.56089 -7.12273  0.125
H -2.40957 -1.02118 -7.70592  0.128
H -3.46112 -1.50243 -5.55888  0.104
H -2.52968 -2.89702 -6.05844  0.119
H -2.19090 -2.34586 -3.64867  0.126
H -0.70234 -2.36549 -4.57606  0.127
H -2.46018 1.34433 -3.15593  0.076
H -2.97591 -0.21731 -2.51682  0.088
H -3.46461 0.24785 -4.11824  0.061
H 0.52027 -0.98268 -2.87948  0.080
H -0.91434 -0.95091 -1.87424  0.087
H -0.14953 0.57330 -2.34232  0.050
H -0.28492 2.09066 -7.29400  0.087
H -1.13637 1.08625 -8.47603  0.087
H 0.34567 0.49529 -7.75845  0.075
C -1.35935 -1.29680 5.89715  -0.041
C -1.91807 -2.10763 4.69346  -0.470
C -2.74182 -3.32521 5.20247  -0.135
C -1.88656 -4.46632 5.74251  -0.185
C -0.81075 -4.86888 4.73784  -0.136
C 0.05107 -3.67259 4.25771  -0.480
N -0.78082 -2.51155 3.79823  -0.033
O -1.32150 -2.84335 2.54265  -0.039
C 1.00118 -3.23490 5.40522  -0.044
C 1.03232 -4.17831 3.15131  -0.045
C -2.91426 -1.11714 4.00485  -0.047
H -0.41920 -0.79373 5.64162  0.080
H -2.04557 -0.50250 6.21410  0.082
H -1.19332 -1.91295 6.78396  0.071
H -3.36160 -3.71981 4.38575  0.124
H -3.44124 -3.00339 5.98477  0.127
H -1.43062 -4.18530 6.69725  0.103
H -2.52742 -5.32966 5.95598  0.118
H -0.17378 -5.64027 5.18823  0.126
H -1.30275 -5.34973 3.87778  0.126
H 1.57124 -2.34120 5.12618  0.074
H 1.72862 -4.02416 5.63219  0.091
H 0.49109 -3.03513 6.34639  0.059
H 0.51396 -4.63993 2.30263  0.077
H 1.70940 -4.94609 3.54633  0.087
H 1.65329 -3.35845 2.76948  0.066
H -2.39128 -0.23439 3.61885  0.065
H -3.67086 -0.76741 4.71865  0.089
H -3.46966 -1.57756 3.18120  0.075

Force components x, y, z for each atom (eV/Å):
-5.8 9.8 -0.2
3.6 -5.7 -0.3
2.2 -3.0 -2.7
-0.7 1.0 -2.9
-4.5 1.0 -2.3
-1.9 -0.1 -0.3
-0.7 0.5 1.4
-0.4 -0.3 0.8
0.4 1.1 0.4
0.4 0.1 -1.3
-0.2 -1.5 4.6
3.8 -0.7 2.0
3.3 -0.2 -1.2
0.3 0.3 0.5
-0.8 0.7 -0.4
-2.0 -1.6 5.0
3.7 1.6 -7.9
1.8 -1.7 2.9
-1.3 0.5 -0.8
-1.4 2.1 -0.8
-0.4 -0.7 2.3
0.3 -1.8 1.5
1.7 -0.7 -1.9
-1.8 0.6 1.1
-0.8 -2.2 -1.2
-1.3 -0.3 -1.0
0.5 1.3 0.4
-0.4 -0.9 2.8
2.5 -0.8 1.4
0.1 2.0 -1.9
0.1 -2.0 -1.6
1.3 2.3 -0.3
-0.2 0.0 2.4
-1.7 -1.1 -0.7
-0.3 0.1 0.2
-1.0 0.9 -1.5
0.2 -0.1 0.3
-0.1 0.1 0.0
0.3 -0.1 -0.3
-0.9 -0.1 1.8
3.9 -2.9 -1.1
-3.3 1.5 0.7
-0.2 0.0 -0.2
0.4 -0.1 -0.6
0.5 -0.3 0.6
0.0 -0.2 -0.1
0.2 -0.3 0.1
0.1 0.1 0.1
0.0 0.2 0.1
0.2 0.3 0.1
0.0 0.0 0.0
0.0 0.2 0.1
0.1 0.3 0.1
-0.1 0.3 0.1
0.0 -0.1 -0.1
0.3 0.0 -0.2
0.1 0.1 0.0
-0.2 0.3 -0.2
-0.2 0.1 -0.3
0.0 -0.1 -0.1
-0.1 -0.2 0.0
-0.2 -0.1 0.4
-0.1 0.1 0.3
0.2 0.0 0.2
-0.9 1.3 1.1
0.1 -0.2 -0.3
0.1 0.0 0.0
-0.4 0.1 -0.2
1.9 -0.8 0.6
-2.8 -2.4 -3.4
1.7 1.3 3.1
-0.1 0.1 0.2
-0.6 0.3 -0.4
0.3 -0.6 -0.5
-0.1 -0.2 0.0
-0.1 -0.3 -0.2
0.1 0.0 -0.1
0.2 0.2 0.0
0.2 0.2 -0.2
0.0 0.0 0.0
0.1 0.1 0.0
0.1 0.3 -0.2
0.2 0.3 0.0
-0.1 -0.1 0.0
-0.2 0.1 -0.3
0.0 0.1 -0.1
0.0 0.3 0.2
-0.3 0.3 0.2
-0.2 -0.1 0.1
0.0 -0.1 0.1
0.4 -0.2 0.1
0.3 0.0 0.1

# 2
DFT (ωB97M-V with the def2-TZVPD basis set) results for a molecular structure, C24H43N2OOsP3S in a non-equilibrium geometry.

Properties
* energy relative to the best compared isomer or geometry (same formula, charge and spin): 0.0 kJ/mol
* spin multiplicity: 5
* Kohn-Sham gap (alpha / beta): 8.0 / 5.1 eV
* HOMO level (alpha / beta): -18.62 / -19.82 eV
* max |F|: 2.5 eV/Å
* ⟨S²⟩: 6.049
* total charge: +4

Last column: Löwdin charge in e.
Cartesian coordinates (Å):
Os 0.04446 0.44826 -0.08531  0.912
P 0.35702 -1.56499 -1.33260  0.704
P 1.21131 2.23037 -1.03855  0.643
P -1.90332 0.78770 -1.20343  0.661
H -0.88883 0.61417 2.56891  0.053
C -1.28866 0.23589 1.62179  -0.274
C -0.81287 -1.05983 1.17629  -0.335
H -0.06744 -1.55039 1.82189  0.071
C 1.32814 -2.93419 -0.58265  -0.204
C 1.17441 -1.28914 -2.94077  -0.229
C -1.08940 -2.60485 -1.81806  -0.217
C 0.86467 3.71977 -0.03867  -0.247
C 3.03534 2.14120 -1.00273  -0.226
C 0.87445 2.62281 -2.79501  -0.226
C -3.39837 -0.20520 -0.78676  -0.192
C -1.89735 0.62416 -3.03063  -0.200
C -2.52404 2.47902 -0.91527  -0.260
H -2.35821 0.44053 1.50279  0.047
H -1.55291 -1.72163 0.70277  0.050
H 1.23469 -2.91221 0.51119  0.052
H 2.39156 -2.86140 -0.85002  0.045
H 0.92765 -3.89934 -0.93303  0.078
H 2.08030 -0.68479 -2.81397  0.036
H 0.49640 -0.76946 -3.62838  0.044
H 1.44927 -2.26181 -3.37496  0.083
H -1.66902 -2.90144 -0.93781  0.055
H -0.69626 -3.52222 -2.28099  0.081
H -1.75377 -2.11768 -2.53509  0.036
H 1.24916 4.60354 -0.56595  0.077
H 1.35257 3.65667 0.94409  0.048
H -0.21198 3.85196 0.11866  0.008
H 3.44509 3.04211 -1.48696  0.081
H 3.37429 1.24233 -1.54092  0.046
H 3.39872 2.09599 0.03486  0.051
H 1.59309 3.37813 -3.14646  0.077
H -0.14571 3.00746 -2.92574  0.044
H 1.00948 1.70805 -3.39264  0.047
H -4.22278 0.09164 -1.45318  0.084
H -3.72738 -0.03680 0.24404  0.058
H -3.22124 -1.27764 -0.92571  0.045
H -2.86227 0.97174 -3.42591  0.088
H -1.75842 -0.42030 -3.32902  0.033
H -1.10049 1.22914 -3.47243  0.024
H -3.55260 2.57851 -1.29119  0.076
H -1.90630 3.23468 -1.41711  0.037
H -2.52483 2.70100 0.16127  0.049
C -2.60854 5.99558 0.30832  -0.197
C -2.52947 7.30204 0.85010  0.075
C -3.54963 7.70336 1.71526  0.035
C -4.62492 6.84934 1.99602  0.061
C -4.74640 5.62837 1.33524  0.028
C -3.78317 5.24969 0.40073  0.047
O -1.56294 5.33172 -0.28257  0.071
H -0.72590 5.84282 -0.23193  0.142
H -1.68831 7.95013 0.59030  0.151
H -3.51356 8.68044 2.19020  0.148
H -5.37855 7.14417 2.73084  0.157
H -5.58036 4.94638 1.52284  0.146
H -3.88043 4.36266 -0.21853  0.103
N 0.91501 1.94364 2.96445  0.161
C 1.78737 0.98844 2.56191  -0.604
N 1.82188 0.35153 1.39209  -0.022
C 3.03481 -0.37716 1.28229  -0.227
C 3.61687 -0.92430 0.13437  -0.032
C 4.85813 -1.55588 0.20781  0.042
C 5.55752 -1.61457 1.42146  0.073
C 5.01885 -1.01796 2.57375  0.005
C 3.78844 -0.37887 2.47520  -0.385
S 3.06073 0.62414 3.71794  1.240
H 1.06697 2.32898 3.88941  0.137
H 0.22406 2.37530 2.35292  0.099
H 3.08077 -0.85681 -0.80480  0.072
H 5.29655 -1.98041 -0.70265  0.154
H 6.52373 -2.12509 1.46087  0.159
H 5.52693 -0.99851 3.53795  0.147

Force components x, y, z for each atom (eV/Å):
1.0 -0.5 1.1
0.0 -1.5 -1.0
0.6 0.5 -0.8
-2.3 0.4 -0.9
-0.2 -0.1 -0.5
-0.2 -1.4 0.2
-1.0 0.0 1.2
-0.4 0.1 -0.5
0.3 0.0 0.5
0.0 -0.1 0.0
-0.1 0.2 0.0
-0.1 0.3 -0.1
0.0 0.0 0.0
0.2 0.3 0.2
0.2 -0.1 0.1
0.3 0.1 0.0
0.0 0.2 0.0
0.6 0.2 0.0
0.5 0.3 0.4
0.1 -0.1 -0.3
-0.5 -0.2 0.1
0.2 0.4 0.1
-0.1 -0.1 -0.1
0.2 -0.1 0.1
-0.1 0.3 0.0
0.1 0.0 -0.2
-0.1 0.4 0.1
0.1 -0.2 0.2
0.1 -0.1 0.2
0.1 0.0 -0.4
0.4 -0.3 -0.1
0.0 -0.4 0.2
0.0 0.5 0.1
-0.1 0.1 -0.4
-0.3 -0.2 0.0
0.3 -0.1 0.0
0.0 0.3 0.2
0.4 0.0 0.1
0.0 -0.1 -0.3
-0.1 0.3 0.0
0.2 -0.1 0.2
-0.1 0.4 0.0
-0.3 -0.2 0.0
0.3 -0.2 0.0
-0.1 -0.3 0.1
0.0 -0.2 -0.3
1.8 -0.3 -0.9
-0.5 0.7 0.9
1.7 0.5 -1.0
-0.5 0.1 0.8
0.5 -1.6 -1.6
-1.9 -0.5 1.0
-1.2 1.9 0.8
-0.6 0.1 -0.1
-0.2 -0.2 0.3
0.1 -0.1 -0.2
0.2 0.0 -0.3
0.1 0.5 -0.1
-0.1 0.2 0.4
1.2 -1.1 -0.7
-0.5 1.3 1.3
1.0 -0.8 -0.9
-1.7 1.4 -0.1
0.5 -0.8 -0.7
-1.6 0.7 -1.3
0.4 0.0 1.6
-0.2 0.2 0.1
1.2 0.1 1.6
0.2 -0.7 -0.8
-0.2 0.2 -0.1
0.2 -0.4 0.2
0.2 0.0 0.1
-0.1 0.2 0.4
-0.3 0.2 0.1
0.2 -0.2 -0.4

The lowest spin multiplicity belongs to which entry?
C30H52N5O5

Which of these has the lowest max |F|?
C24H43N2OOsP3S

Which formula does entry 1 have?
C30H52N5O5

The lowest total charge belongs to which entry?
C30H52N5O5